Here is a structure of composition C8H25N8OPPb from OMol25. Energies are from ωB97M-V with the def2-TZVPD basis set.

Last column: Löwdin charge in e.
Geometry (Å):
Pb: 0.0795 1.0617 -0.1551  1.42
P: 1.7837 -1.0236 -3.0243  0.56
O: 0.9989 -0.3471 -1.9094  -0.60
N: -3.7310 3.0030 1.6242  -0.28
N: -1.6713 2.9264 1.3216  -0.09
N: -1.4042 -0.9408 -0.1898  -0.07
N: 2.2018 0.2206 0.9343  -0.07
N: -5.0511 2.5765 1.6997  0.15
N: -0.3685 0.2422 2.2375  -0.16
N: -2.7914 2.2368 1.1622  0.04
N: -3.3296 4.1499 2.1096  0.15
C: 0.7831 -1.2340 -4.4968  -0.15
C: -1.4043 -0.8147 2.2600  -0.19
C: 2.3601 -2.6512 -2.5396  -0.16
C: -2.0200 4.0777 1.9099  -0.17
C: 3.2253 -0.0704 -3.4949  -0.16
C: 1.9347 -0.6769 2.0776  -0.22
C: -1.3142 -1.7346 1.0548  -0.21
C: 0.8759 -0.0619 2.9739  -0.18
H: -2.3606 -0.6297 -0.3461  0.10
H: -0.7742 1.0852 2.6285  0.08
H: 3.0158 -2.5777 -1.6711  0.06
H: 1.3612 -1.7115 -5.2886  0.07
H: 0.6741 -0.7291 3.8153  0.13
H: -1.1430 -1.4999 -0.9962  0.08
H: 3.9105 0.0270 -2.6522  0.06
H: -0.0840 -1.8562 -4.2737  0.06
H: 2.7841 1.0021 1.2263  0.11
H: 1.6018 -1.6354 1.6806  0.11
H: -5.4009 2.4358 0.7575  0.11
H: 2.7162 -0.2641 0.2057  0.08
H: 2.8389 -0.8657 2.6586  0.13
H: 1.2558 0.8714 3.3942  0.13
H: -2.1084 -2.4811 1.1086  0.13
H: -1.3396 4.8642 2.1872  0.12
H: -2.3776 -0.3217 2.2629  0.12
H: 2.9177 -3.1183 -3.3520  0.07
H: 0.4388 -0.2623 -4.8509  0.07
H: 1.5116 -3.2880 -2.2876  0.06
H: -5.5686 3.3229 2.1527  0.11
H: -0.3675 -2.2739 1.0385  0.11
H: 2.9196 0.9253 -3.8170  0.07
H: -1.3350 -1.4027 3.1782  0.13
H: 3.7555 -0.5563 -4.3148  0.07

Output
F_max: 0.0082 hartree/bohr
Net charge: +2
LUMO energy: -0.2035 Ha
Orbital gap: 10.14 eV
E: -37194.031 eV
E_HOMO: -15.6817 eV

=====

Here is a structure of composition C27H36EuINO2P3 at a distorted geometry from OMol25. Energies are from ωB97M-V with the def2-TZVPD basis set.

Last column: Löwdin charge in e.
Geometry (Å):
Eu: 1.8815 -0.0550 -2.0951  1.21
I: -0.4385 1.2453 -0.7653  1.10
P: 0.3203 -0.8528 -3.7996  0.60
P: -0.3473 -0.7172 1.2772  1.01
P: 3.2046 0.5780 0.0109  0.65
O: 3.5058 -2.6001 -2.3054  0.17
O: 0.8297 -2.6962 -0.2441  0.11
N: 1.1588 -0.2978 0.0955  -0.76
C: 2.7185 2.2241 0.4462  -0.25
C: 1.2097 -1.8383 -0.8764  -0.41
C: 0.1991 3.1577 4.3009  -0.04
C: -0.6918 -2.2544 -3.3594  -0.22
C: -2.6977 0.9452 1.9753  -0.11
C: -1.7440 -0.0051 2.3770  -0.44
C: 4.3582 -0.7908 -3.6335  -0.04
C: 0.5125 1.8536 4.6838  -0.04
C: -3.8649 -0.8419 -1.4869  -0.08
C: -2.1580 -1.2288 0.2970  -0.29
C: 4.9424 0.5775 -0.3707  -0.25
C: -0.7868 0.5057 -4.1735  -0.28
C: -2.0158 -0.7363 3.5663  -0.09
C: -0.1758 3.3771 2.9859  -0.06
C: 1.2017 -1.2582 -5.2772  -0.26
C: -3.2080 -1.8331 0.9984  -0.10
C: -4.0021 0.5797 3.9647  -0.03
C: -4.5351 -1.8497 0.5390  -0.05
C: 0.4596 0.7908 3.7819  -0.07
C: -0.0222 0.9544 2.4516  -0.34
C: -3.7780 1.2645 2.7668  -0.03
C: -0.2660 2.3014 2.1207  -0.24
C: 2.9930 -0.4738 1.4640  -0.21
C: 3.4851 -1.4668 -2.7143  -0.50
C: -2.5658 -0.8170 -0.9542  -0.30
C: -3.1155 -0.4261 4.3473  -0.05
C: -4.8848 -1.3371 -0.7113  -0.07
H: 0.7821 1.7021 5.7346  0.12
H: -1.2920 -2.0372 -2.4689  0.02
H: -1.6138 0.5173 -3.4563  0.01
H: 3.5501 2.6501 1.0155  0.07
H: 1.8092 -0.4041 -5.6193  0.06
H: 0.4598 -1.5059 -6.0387  0.07
H: -1.3447 -2.4564 -4.2115  0.07
H: 3.5649 -0.0518 2.2473  0.05
H: 1.8722 -2.1149 -5.1117  0.06
H: 3.8399 -0.4199 -4.5316  0.09
H: -4.0685 -0.4499 -2.4875  0.11
H: -4.4899 2.0471 2.4659  0.13
H: 5.2928 -0.4318 -0.6103  0.06
H: -0.6591 2.6959 1.1478  0.00
H: 0.2262 4.0019 4.9886  0.12
H: 0.6821 -0.2138 4.1790  0.13
H: -0.0663 -3.1339 -3.1472  0.07
H: 1.8123 2.1962 1.0605  0.01
H: 4.8618 0.0809 -3.1890  0.10
H: -3.3114 -0.9795 5.2719  0.12
H: 3.2535 -1.5064 1.2199  0.08
H: -4.8727 0.8182 4.5801  0.12
H: 1.9156 -0.4752 1.7593  -0.01
H: -0.4346 4.3930 2.6564  0.13
H: 5.1118 -1.5462 -3.9255  0.14
H: -3.0903 -2.2417 2.0065  0.11
H: 5.4449 0.9523 0.5250  0.07
H: -1.1521 0.3385 -5.1886  0.07
H: -1.9367 -0.3466 -1.7554  -0.06
H: -0.2663 1.4783 -4.1076  0.05
H: 5.1495 1.2436 -1.2175  0.05
H: -5.9036 -1.3144 -1.0904  0.12
H: -2.6073 1.4875 1.0213  0.08
H: 2.5124 2.8454 -0.4418  0.05
H: -5.3571 -2.2410 1.1498  0.12
H: -1.3573 -1.5562 3.8861  0.13

Output
F_max: 0.1137 hartree/bohr
Net charge: +2
⟨S²⟩: 12.0831
LUMO energy (spin up / spin down): -0.2642 / -0.2981 Ha
Orbital gap (spin up / spin down): 5.04 / 4.70 eV
Multiplicity: 7
E: -89431.366 eV
E_HOMO (spin up / spin down): -12.2268 / -12.8167 eV

=====

Here is a structure of composition C24H51Cl2HfN7O13 at a distorted geometry from OMol25. Energies are from ωB97M-V with the def2-TZVPD basis set.

Last column: Löwdin charge in e.
Geometry (Å):
Hf: -21.6607 -22.6616 -11.2156  2.24
Cl: -24.8281 -18.2060 -18.6434  0.65
Cl: -24.3630 -24.5202 -13.5924  0.69
O: -24.2114 -19.0391 -19.6532  -0.26
O: -25.3913 -25.2195 -12.9274  -0.21
O: -23.3958 -23.9598 -12.5948  -0.52
O: -16.4450 -18.9830 -14.6689  0.15
O: -20.3761 -24.1179 -15.2398  0.20
O: -24.4447 -16.8321 -18.8610  -0.28
O: -23.5581 -25.3649 -14.4200  -0.29
O: -20.6779 -24.0181 -13.1176  -0.15
O: -22.1845 -21.3611 -12.8815  -0.33
O: -18.5992 -19.1628 -14.5759  -0.02
O: -24.4782 -18.6468 -17.3333  -0.36
O: -26.2478 -18.3071 -18.8249  -0.22
O: -24.8777 -23.4054 -14.3382  -0.30
N: -23.4179 -13.8144 -17.3624  -0.08
N: -24.0772 -23.2411 -18.7074  -0.23
N: -17.4800 -19.0012 -14.0787  -0.43
N: -22.2479 -15.2828 -16.2830  -0.03
N: -20.4972 -24.6436 -14.1866  -0.35
N: -26.5754 -16.8138 -10.8229  -0.03
N: -26.2138 -18.4176 -12.2771  -0.08
C: -17.5059 -18.8251 -12.5893  0.05
C: -25.5729 -19.5619 -12.9067  0.01
C: -21.6181 -23.0978 -18.2995  -0.12
C: -24.8494 -22.3336 -17.8079  0.03
C: -21.3578 -16.4180 -16.0114  -0.16
C: -25.9693 -17.9715 -11.0211  -0.02
C: -20.7668 -16.4946 -14.6102  -0.05
C: -21.6987 -21.3123 -14.2180  -0.30
C: -26.3708 -26.3998 -19.0255  -0.08
C: -27.1273 -17.5256 -12.8157  0.02
C: -26.8276 -14.5946 -9.7270  -0.06
C: -24.9544 -24.2832 -19.3491  -0.14
C: -23.4538 -15.1125 -15.6333  -0.02
C: -23.3804 -22.4406 -19.8184  -0.07
C: -22.8967 -23.8817 -17.9525  -0.08
C: -22.1480 -21.9122 -19.1310  -0.14
C: -20.3666 -26.1146 -14.0886  0.10
C: -26.7408 -16.1059 -9.5249  -0.13
C: -27.2860 -16.4971 -11.9569  0.02
C: -25.4818 -25.3284 -18.4008  -0.23
C: -22.6477 -20.5088 -15.0888  -0.05
C: -22.3192 -14.5486 -17.3968  -0.01
C: -23.7807 -12.8348 -18.4298  0.07
C: -24.1887 -14.1700 -16.2885  0.01
H: -26.1717 -24.8519 -17.6934  0.11
H: -21.9747 -17.2940 -16.2184  0.11
H: -21.4054 -21.5698 -19.8493  0.14
H: -25.2703 -18.5014 -10.3969  0.16
H: -26.5927 -14.1056 -8.7848  0.10
H: -21.2080 -22.7958 -17.3360  0.09
H: -22.8687 -12.6806 -19.0005  0.10
H: -16.4975 -19.1055 -12.2884  0.11
H: -25.1706 -13.7602 -16.1308  0.14
H: -24.5147 -13.3241 -19.0640  0.11
H: -22.7825 -24.9330 -18.2125  0.13
H: -25.6486 -23.8006 -20.0447  0.15
H: -21.6103 -14.4846 -18.2064  0.18
H: -20.5674 -16.4106 -16.7614  0.14
H: -22.3882 -21.0778 -18.4719  0.09
H: -19.6684 -26.2522 -13.2564  0.12
H: -24.0645 -21.6684 -20.1641  0.13
H: -20.6724 -20.9443 -14.3331  0.12
H: -23.6984 -15.7672 -14.8152  0.12
H: -27.1338 -26.8706 -18.4062  0.09
H: -17.6455 -17.7870 -12.2976  0.11
H: -21.2669 -26.5615 -13.6667  0.12
H: -26.9128 -25.9278 -19.8497  0.08
H: -25.5587 -20.4213 -12.2423  0.10
H: -24.7290 -25.7614 -17.7411  0.11
H: -20.0306 -17.2946 -14.6718  0.05
H: -23.2001 -23.9399 -16.9064  0.11
H: -27.8576 -15.5877 -12.0004  0.14
H: -22.3348 -20.3380 -16.1206  0.08
H: -24.1869 -21.5563 -17.4434  0.08
H: -23.0767 -23.0772 -20.6470  0.15
H: -18.2411 -19.4550 -12.1013  0.07
H: -23.5075 -21.1774 -15.2076  0.07
H: -24.3883 -24.7396 -20.1715  0.14
H: -21.6007 -16.8418 -13.9915  0.06
H: -24.5467 -19.3014 -13.1730  0.07
H: -25.9722 -19.8143 -13.8868  0.11
H: -20.9010 -23.7463 -18.7945  0.13
H: -19.9428 -26.6679 -14.9188  0.13
H: -25.6792 -21.8608 -18.3378  0.12
H: -23.0198 -19.5421 -14.7550  0.06
H: -27.6388 -14.1975 -10.3299  0.08
H: -25.8463 -16.3540 -8.9581  0.13
H: -20.3697 -15.5904 -14.1579  0.09
H: -25.4026 -22.8747 -17.0427  0.09
H: -25.9594 -14.2887 -10.3279  0.09
H: -27.6395 -16.4268 -9.0006  0.14
H: -21.6407 -22.3319 -14.6042  0.08
H: -25.9074 -27.2923 -19.4521  0.09
H: -27.4056 -17.7448 -13.8342  0.14
H: -24.0898 -11.9106 -17.9541  0.11

Output
F_max: 0.2022 hartree/bohr
Net charge: +4
LUMO energy: -0.5821 Ha
Orbital gap: 1.46 eV
E: -89047.960 eV
E_HOMO: -17.2948 eV

=====

Here is a cluster of 2 separate species, CH4FNS2 in total at a distorted geometry from OMol25. Energies are from ωB97M-V with the def2-TZVPD basis set.

Last column: Löwdin charge in e.
Geometry (Å):
S: 0.7521 -1.2904 -1.4227  0.67
S: -1.1590 -2.2338 0.5197  0.61
F: 2.0373 -1.4121 1.1374  -0.09
N: -0.2280 -1.0876 -0.2130  -1.24
C: -0.2944 0.2346 0.3491  -0.27
H: -0.6211 1.1810 -0.2570  0.13
H: 0.7097 0.3802 0.5429  0.01
H: -0.9179 0.1846 1.3014  0.08
H: 2.9362 -1.2367 1.1112  0.09

Output
F_max: 0.0718 hartree/bohr
Net charge: 0
LUMO energy: -0.0555 Ha
Orbital gap: 7.07 eV
E: -26977.437 eV
ΔE to the lowest compared entry with this formula, charge and spin: 120.7 kJ/mol
E_HOMO: -8.5826 eV

=====

The highest E belongs to which entry?
CH4FNS2